1) One molecule with the formula C2H5FN2. Source: the OMol25 dataset; level of theory: wB97M-V/def2-TZVPD.

- LUMO energy (eV) = 0.945
- HOMO level (eV) = -8.283
- structure (SMILES) = N/N=C\CF
- HOMO-LUMO gap (eV) = 9.23

```
! wB97M-V def2-TZVPD RIJCOSX def2/J DEFGRID3
* xyz 0 1
N 1.62365 0.31264 0.39334
N 1.08556 -0.83101 0.17932
C -0.21587 -0.92055 -0.06455
C -1.31421 0.22388 -0.14437
F -0.67873 1.52607 -0.42969
H 2.76152 0.15598 0.83152
H 1.25387 1.07400 -0.31520
H -0.65641 -1.93771 -0.42821
H -2.25959 0.09091 -0.97720
H -1.59980 0.30580 0.95505
*
```

2) One molecule with the formula C2H5FN2. Source: the OMol25 dataset; level of theory: wB97M-V/def2-TZVPD.

- LUMO energy (eV) = 0.992
- HOMO level (eV) = -9.508
- structure (SMILES) = N/N=C\CF
- HOMO-LUMO gap (eV) = 10.50

```
! wB97M-V def2-TZVPD RIJCOSX def2/J DEFGRID3
* xyz 0 1
N 1.30270 -0.99070 -0.71173
N 0.59618 -1.12474 0.45796
C -0.22226 -0.25681 0.81633
C -0.69837 1.04057 0.17430
F -1.05341 0.92384 -1.13286
H 1.51747 -1.88962 -1.05198
H 0.79948 -0.57512 -1.44262
H -0.83008 -0.38524 1.72747
H -1.50005 1.38706 0.85123
H 0.08834 1.87076 0.31190
*
```

3) A 3-piece molecular cluster, C2H5FN2 overall. Source: the OMol25 dataset; level of theory: wB97M-V/def2-TZVPD.

- LUMO energy (eV) = 0.464
- HOMO level (eV) = -11.249
- structure (SMILES) = [H][H].C=NF.C#N
- HOMO-LUMO gap (eV) = 11.71

```
! wB97M-V def2-TZVPD RIJCOSX def2/J DEFGRID3
* xyz 0 1
H 3.97246 2.17769 0.20815
H 3.81019 2.66086 -0.33279
C -0.62312 1.08248 -0.32028
N -0.99020 1.00477 0.86782
F -0.57097 2.18676 1.58188
H -0.23823 2.02781 -0.76014
H -0.55490 0.23270 -0.92726
C 0.76165 -0.38791 1.86329
N 1.32705 -0.94812 1.03391
H 0.26831 -0.09346 2.71988
*
```

4) One molecule with the formula C2H5FN2. Source: the OMol25 dataset; level of theory: wB97M-V/def2-TZVPD.

- LUMO energy (eV) = 1.038
- HOMO level (eV) = -9.325
- structure (SMILES) = N/N=C\CF
- HOMO-LUMO gap (eV) = 10.36

```
! wB97M-V def2-TZVPD RIJCOSX def2/J DEFGRID3
* xyz 0 1
N -1.25950 -0.89034 0.11416
N -1.27635 0.40777 -0.43841
C -0.13123 1.01862 -0.24078
C 1.12759 0.29653 0.26806
F 1.45726 -0.77199 -0.54354
H -0.41628 -1.43315 -0.16221
H -2.04207 -1.36197 -0.09617
H -0.20224 2.02115 -0.45557
H 1.99286 0.90211 0.38133
H 0.74995 -0.18873 1.17312
*
```

Q: Which of them is the least stable? A: 3).

1) An isolated ion of composition C5H8O2 and charge -1. Source: the OMol25 dataset; level of theory: wB97M-V/def2-TZVPD.

- LUMO energy (alpha / beta) (eV) = 4.063 / 3.969
- HOMO level (alpha / beta) (eV) = 0.355 / -3.059
- ⟨S²⟩ = 0.75
- HOMO-LUMO gap (alpha / beta) (eV) = 3.71 / 7.03

```
! wB97M-V def2-TZVPD RIJCOSX def2/J DEFGRID3
* xyz -1 2
O -0.68315 -2.24972 -0.39572
C 0.29413 -1.66074 -0.01756
C 0.33092 -0.68820 1.12409
C 1.07854 0.63708 0.84615
C 0.86954 1.23822 -0.54288
C -0.56556 1.61074 -0.83529
O -1.57864 1.08010 -0.23809
H 1.28347 -1.92176 -0.47141
H -0.69376 -0.47808 1.40694
H 0.95397 -1.21793 1.85626
H 0.92200 1.34650 1.66894
H 2.15065 0.43166 0.88624
H 1.42136 2.16776 -0.62638
H 1.32034 0.57193 -1.31762
H -0.73217 2.01912 -1.85100
*
```

2) An isolated ion of composition C5H8O2 and charge -1. Source: the OMol25 dataset; level of theory: wB97M-V/def2-TZVPD.

- LUMO energy (alpha / beta) (eV) = 4.124 / 4.001
- HOMO level (alpha / beta) (eV) = 0.548 / -3.458
- ⟨S²⟩ = 0.75
- HOMO-LUMO gap (alpha / beta) (eV) = 3.58 / 7.46

```
! wB97M-V def2-TZVPD RIJCOSX def2/J DEFGRID3
* xyz -1 2
O 0.95656 -2.22464 0.23248
C -0.16471 -1.80682 0.03347
C -0.89837 -0.79805 0.94151
C -0.28092 0.57554 0.72153
C -0.05522 0.90341 -0.82159
C 1.41823 1.08543 -0.86656
O 1.90684 2.16392 -0.68573
H -0.71741 -2.03304 -0.95165
H -1.87116 -0.87025 0.50058
H -0.94630 -0.99919 2.04342
H -0.89095 1.43506 1.08028
H 0.66475 0.59367 1.47853
H -0.53583 0.07805 -1.35729
H -0.56979 1.77464 -1.21432
H 1.98427 0.12225 -1.13466
*
```

Q: Which of them is the least stable? A: 2).

1) One molecule with the formula C4H10S. Source: the OMol25 dataset; level of theory: wB97M-V/def2-TZVPD.

- LUMO energy (eV) = 0.956
- HOMO level (eV) = -8.851
- structure (SMILES) = CC(C)CS
- HOMO-LUMO gap (eV) = 9.81

```
! wB97M-V def2-TZVPD RIJCOSX def2/J DEFGRID3
* xyz 0 1
C 1.02358 -1.25526 -0.09755
C 0.19175 -0.15926 0.27235
C -1.16881 -0.58422 0.48456
C 0.23001 1.05221 -0.73894
S -0.66954 2.57393 -0.46928
H 0.47238 -1.80775 -0.92174
H 1.89477 -0.86082 -0.51342
H 1.28569 -2.04110 0.62789
H 0.53838 0.37932 1.12110
H -1.71300 0.10478 1.19546
H -1.72836 -0.58966 -0.41297
H -1.28664 -1.59924 0.80378
H 0.24868 0.81568 -1.77355
H 1.26099 1.24722 -0.47546
H -0.57986 2.72416 0.89775
*
```

2) A 2-piece molecular cluster, C4H10S overall. Source: the OMol25 dataset; level of theory: wB97M-V/def2-TZVPD.

- LUMO energy (eV) = 0.814
- HOMO level (eV) = -8.938
- structure (SMILES) = C=C.CCS
- HOMO-LUMO gap (eV) = 9.75

```
! wB97M-V def2-TZVPD RIJCOSX def2/J DEFGRID3
* xyz 0 1
C 2.45565 0.69990 0.02837
C 1.62813 0.93134 1.04128
H 2.96256 -0.25112 -0.09374
H 2.58954 1.41353 -0.77855
H 1.63003 0.29017 1.92869
H 0.58294 1.23319 1.02629
C -1.66556 -0.77070 0.62021
C -1.32280 -0.01109 -0.62848
S -1.14175 -1.18688 -2.06113
H -0.83260 -1.30240 1.07892
H -2.54387 -1.41202 0.55911
H -1.94201 -0.05597 1.41126
H -2.07285 0.64539 -1.05507
H -0.35328 0.46543 -0.58801
H 0.02587 -0.68876 -2.48914
*
```

Q: Which of them is the least stable? A: 2).

1) An isolated ion of composition C2H6N5S and charge +1. Source: the OMol25 dataset; level of theory: wB97M-V/def2-TZVPD.

- LUMO energy (eV) = -5.417
- HOMO level (eV) = -13.156
- structure (SMILES) = [H]/N=C(/[NH3+])N(N)N=C=S
- HOMO-LUMO gap (eV) = 7.74

```
! wB97M-V def2-TZVPD RIJCOSX def2/J DEFGRID3
* xyz 1 1
H -0.44893 2.27131 -0.91843
N -0.98877 1.39258 -1.24287
C -0.57128 0.30524 -0.77545
N -1.58624 -0.81668 -0.89178
N 0.56868 -0.09585 -0.12293
N 0.54643 -1.29782 0.47735
N 1.19954 1.45522 0.39011
C 2.12823 1.36402 1.16928
S 3.34221 1.63002 2.08952
H -2.38631 -0.71899 -1.52416
H -1.09185 -1.75577 -0.85363
H -2.20246 -0.78596 0.04567
H 0.03462 -1.47570 1.30531
H 1.45610 -1.47162 0.85201
*
```

2) A 2-piece molecular cluster, C2H6N5S overall. Source: the OMol25 dataset; level of theory: wB97M-V/def2-TZVPD.

- LUMO energy (eV) = -6.326
- HOMO level (eV) = -13.219
- HOMO-LUMO gap (eV) = 6.89

```
! wB97M-V def2-TZVPD RIJCOSX def2/J DEFGRID3
* xyz 1 1
C -0.48636 1.28603 1.76460
C -0.21982 0.62422 0.42838
N -1.17803 0.97321 -0.40130
N -2.02188 1.76453 0.13743
N -1.65647 1.93882 1.48152
N 0.69904 -0.19942 0.02291
N 1.11228 -1.92787 -1.89200
S 0.45027 1.29128 3.13469
H -2.27993 2.37562 2.08669
H 0.82395 -0.99523 -1.14257
H 1.32737 -0.54786 0.68411
H 2.13786 -1.98521 -2.13371
H 0.54186 -1.86251 -2.83648
H 0.74987 -2.73560 -1.33427
*
```

3) A 2-piece molecular cluster, C2H6N5S overall. Source: the OMol25 dataset; level of theory: wB97M-V/def2-TZVPD.

- LUMO energy (eV) = -7.050
- HOMO level (eV) = -14.151
- HOMO-LUMO gap (eV) = 7.10

```
! wB97M-V def2-TZVPD RIJCOSX def2/J DEFGRID3
* xyz 1 1
C 1.10505 -0.14070 -0.12800
C 0.15941 0.45530 0.82278
N 0.04339 1.75631 0.45744
N 0.63589 1.97665 -0.65874
N 1.36748 0.98835 -0.96245
N -0.30749 -0.16427 1.87006
N -1.26902 -0.78614 -1.03736
S 2.02777 -1.46375 -0.07138
H 2.00794 0.94261 -1.72358
H -0.79218 0.51189 2.50914
H -0.34621 -1.15444 2.01367
H -2.01078 -0.42025 -0.31951
H -1.15066 -1.76710 -0.77570
H -1.47060 -0.73445 -1.99637
*
```

Q: Which of them is the least stable? A: 1).

1) An isolated ion of composition C4H10NO2 and charge -1. Source: the OMol25 dataset; level of theory: wB97M-V/def2-TZVPD.

- LUMO energy (eV) = 3.843
- HOMO level (eV) = -2.502
- structure (SMILES) = N[C@@H](CO)CC[O-]
- HOMO-LUMO gap (eV) = 6.35

```
! wB97M-V def2-TZVPD RIJCOSX def2/J DEFGRID3
* xyz -1 1
N 0.83262 0.44947 0.93922
C 0.44566 0.09802 -0.42650
C 1.08357 -1.19688 -0.97175
O 2.44737 -1.28876 -0.57085
C -1.09893 0.04525 -0.68129
C -1.85371 1.07162 0.22518
O -2.03246 0.65854 1.51515
H 0.64295 1.43520 1.04332
H 0.11965 0.02053 1.53869
H 0.71621 0.92782 -1.07455
H 0.48865 -2.02727 -0.54822
H 0.84447 -1.26032 -2.03594
H 2.61996 -0.39486 -0.25404
H -1.54592 -0.95933 -0.51075
H -1.47768 0.23998 -1.69936
H -2.82470 1.36715 -0.19902
H -1.24371 2.03609 0.21709
*
```

2) A 2-piece molecular cluster, C4H10NO2 overall. Source: the OMol25 dataset; level of theory: wB97M-V/def2-TZVPD.

- LUMO energy (eV) = 3.653
- HOMO level (eV) = -2.782
- HOMO-LUMO gap (eV) = 6.44

```
! wB97M-V def2-TZVPD RIJCOSX def2/J DEFGRID3
* xyz -1 1
N -1.92767 2.31642 2.09179
C -1.79626 1.05743 1.29065
O -0.67887 0.94515 0.56736
H -1.12228 2.33760 2.70870
H -1.78030 3.08433 1.43814
H -1.92479 0.25730 2.06468
H -2.73031 1.02454 0.67732
C 1.32016 0.61813 -1.68469
C 1.62453 -0.80990 -1.35735
C 0.72289 -1.58741 -0.79830
O 0.96862 -2.92003 -0.50246
H 1.35234 0.87081 -2.74570
H 0.34675 0.89072 -1.24876
H 2.00420 1.27381 -1.13403
H 2.60404 -1.21839 -1.59997
H -0.23249 -1.18473 -0.48195
H 0.33229 -3.17765 0.16908
*
```

3) An isolated ion of composition C4H10NO2 and charge -1. Source: the OMol25 dataset; level of theory: wB97M-V/def2-TZVPD.

- LUMO energy (eV) = 4.258
- HOMO level (eV) = -2.833
- structure (SMILES) = [O-]CCCNCO
- HOMO-LUMO gap (eV) = 7.09

```
! wB97M-V def2-TZVPD RIJCOSX def2/J DEFGRID3
* xyz -1 1
O -1.46064 -0.57017 -1.23074
C -1.43382 0.75769 -1.08426
C -0.67583 1.50659 0.18363
C 0.63332 0.78873 0.59407
N 0.98864 -0.41045 -0.10516
C 1.23518 -1.56180 0.65468
O 0.39722 -2.67137 0.27963
H -0.84254 1.19045 -1.93647
H -2.40861 1.29886 -1.06350
H -0.51533 2.43045 -0.35570
H -1.37605 1.51704 1.00989
H 0.52899 0.51748 1.65825
H 1.44200 1.53607 0.62210
H 0.31212 -0.58689 -0.86428
H 2.25441 -1.92316 0.46178
H 0.97601 -1.42335 1.70861
H -0.05507 -2.39616 -0.53252
*
```

4) An isolated ion of composition C4H10NO2 and charge -1. Source: the OMol25 dataset; level of theory: wB97M-V/def2-TZVPD.

- LUMO energy (eV) = 3.750
- HOMO level (eV) = -2.617
- structure (SMILES) = C[C@H](CO)NC[O-]
- HOMO-LUMO gap (eV) = 6.37

```
! wB97M-V def2-TZVPD RIJCOSX def2/J DEFGRID3
* xyz -1 1
C -0.88220 -0.70385 1.01386
C 0.31073 -0.61582 0.06004
C 1.39287 0.35099 0.52785
O 2.00597 -0.09446 1.74611
N -0.01123 -0.28870 -1.31866
C -0.84273 0.98140 -1.61503
O -2.07198 1.01358 -1.16632
H -1.52573 0.17121 0.87059
H -1.53589 -1.52318 0.70976
H -0.64557 -0.85901 2.07800
H 0.81240 -1.59212 0.04876
H 0.98874 1.36096 0.63833
H 2.17179 0.30859 -0.24421
H 1.29803 -0.26701 2.37292
H -0.55957 -1.03037 -1.74260
H -0.73199 0.98498 -2.73198
H -0.17366 1.80281 -1.24741
*
```

Q: Which of them is the least stable? A: 3).